1.
This record from the OMol25 dataset describes 18 unconnected molecules or ions with the total composition H37O18 in a non-equilibrium geometry. The level of theory is the ωB97M-V functional and the def2-TZVPD basis.

```
! wB97M-V def2-TZVPD RIJCOSX def2/J DEFGRID3
* xyz 1 1
H -3.613 -1.953 3.852
O -0.999 -0.867 3.858
O 1.282 -1.060 -0.124
H -2.027 0.332 1.542
H -3.932 1.892 4.424
H 2.153 3.124 -2.102
H 2.813 4.481 -2.719
H 0.941 -1.027 -1.151
H 0.692 5.239 -3.761
H -3.767 -0.748 2.955
H 4.378 -3.607 -0.532
H -2.941 4.065 -2.769
O -4.232 -1.550 3.209
O -1.957 -3.164 -2.230
H -4.920 -1.659 0.055
H -2.814 -3.498 -1.976
H 3.915 1.227 0.866
H 1.624 0.506 -4.436
H -0.117 -0.517 3.989
O 1.957 3.990 -2.425
H -1.739 4.817 -2.135
H 0.311 -2.455 -2.651
H 1.462 -4.298 -2.313
O -4.151 -1.649 0.651
O 0.588 -1.597 -2.387
O -3.414 1.083 4.367
H -1.306 -3.595 -1.700
H 4.179 0.205 -0.229
H 1.825 -4.799 1.637
H 0.038 2.477 2.669
O -2.515 4.931 -2.666
H 4.421 -2.283 -1.110
O -1.723 1.132 2.083
O 3.756 -2.904 -0.751
O 2.928 2.804 1.176
H 2.516 2.993 2.048
O 3.758 0.322 0.627
H -2.450 1.789 2.066
O 0.414 4.442 -4.222
O 0.935 2.214 2.823
H -1.579 -0.072 3.849
H 1.539 -2.054 0.089
H 0.421 -0.956 -3.152
O 0.723 0.385 -4.099
H -3.473 0.755 5.269
O 1.731 -3.882 1.858
H 2.142 -0.722 -0.559
H 0.209 -5.208 -2.307
O 0.637 -4.514 -1.802
H 1.132 2.634 3.699
H 0.405 1.407 -3.838
H 2.365 -3.606 2.511
H 2.378 2.079 0.855
H -0.549 4.542 -4.354
H -4.265 -1.965 1.587
*
```

Calculated values
strongest force on any atom	0.08707	Eh/bohr
LUMO level	-3.0720	eV
total energy	-1376.18610	a.u.

---

2.
This record from the OMol25 dataset describes C15H16N2O3 in the gas phase in a non-equilibrium geometry. The level of theory is the ωB97M-V functional and the def2-TZVPD basis.

```
! wB97M-V def2-TZVPD RIJCOSX def2/J DEFGRID3
* xyz 0 1
H 4.114 5.101 -0.451
C 1.004 -0.171 1.596
H 5.826 1.132 -0.015
O 1.007 2.224 0.735
H -3.234 -2.841 2.059
C -2.264 -0.686 -0.089
H -4.958 -1.349 1.629
C 1.665 1.047 1.123
O 1.658 -0.958 2.283
C 5.698 2.191 -0.168
C -1.036 0.200 0.225
H -0.190 -2.612 1.639
N -4.276 -1.414 0.895
H -1.429 -1.740 2.621
H -3.295 0.277 1.573
H 3.741 0.398 0.983
H -4.170 0.453 -0.012
H -1.524 -2.738 -0.226
C 4.814 4.258 -0.412
H 6.674 5.153 -1.123
C 4.515 2.931 -0.042
O 6.704 3.035 -0.575
H -1.404 1.164 0.646
H -3.686 -3.419 0.413
C -1.984 -2.061 0.509
C -3.544 -0.205 0.626
N -0.287 -0.558 1.218
C -3.337 -2.549 1.017
C 1.970 3.092 0.298
C -0.936 -1.824 1.617
H -2.454 -0.789 -1.166
C 3.202 2.470 0.336
H 1.753 4.057 -0.169
C 6.129 4.271 -0.760
C 2.988 1.183 0.886
H -0.403 0.327 -0.669
*
```

Calculated values
strongest force on any atom	0.06419	Eh/bohr
SMILES	O=C(c1cc(-c2ccoc2)co1)N1C[C@H]2CNC[C@H]2C1
LUMO level	0.7170	eV
total energy	-916.36241	a.u.